ORCA calculation (ωB97M-V/def2-TZVPD) on 9 unconnected molecules or ions with the total composition C75H160N8O9 in a non-equilibrium geometry.

Each atom is followed by the atoms it is bonded to, with distances in Å.
CARTESIAN COORDINATES (ANGSTROEM)
1 O -5.2979 1.4609 0.7544  N14 1.450, H115 0.960
2 O -3.1419 -6.0631 2.0465  N13 1.417, H147 0.960
3 O 6.6227 -3.8346 -5.0768  N15 1.389, H204 0.960
4 O -1.3557 -2.1194 0.4464  C51 1.372, H99 0.960
5 O -1.4560 8.8484 -4.6959  N10 1.418, H162 0.960
6 O -3.5472 -3.0671 -3.6212  N17 1.372, H114 0.960
7 O 4.5268 5.5555 -6.2782  N16 1.383, H103 0.960
8 O 4.0542 -0.5357 8.2337  N12 1.393, H116 0.960
9 O 3.4645 3.7404 5.9205  N11 1.368, H93 0.960
10 N -1.7732 7.5817 -4.1426  O5 1.418, C41 1.528, C92 1.507
11 N 2.4750 4.6809 6.0064  O9 1.368, C60 1.465, C83 1.502
12 N 5.0694 -1.4839 8.3357  O8 1.393, C59 1.503, C76 1.506
13 N -4.2508 -6.4018 2.8616  O2 1.417, C49 1.492, C69 1.519
14 N -6.4646 1.6955 1.5827  O1 1.450, C31 1.484, C79 1.489
15 N 6.1813 -4.5423 -3.9659  O3 1.389, C70 1.516, C73 1.445
16 N 4.5544 4.4077 -7.0495  O7 1.383, C47 1.507, C56 1.533
17 N -2.7693 -3.3570 -4.7140  O6 1.372, C21 1.416, C33 1.542
18 C 0.3560 7.6210 -2.7460  C41 1.594, H207 1.090, H226 1.090, H241 1.090
19 C 0.5342 3.0029 5.1016  C83 1.666, H148 1.090, H160 1.090, H242 1.090
20 C 1.2796 6.3167 7.3667  C55 1.590, C60 1.532, H105 1.090, H155 1.090
21 C -2.6355 -4.7531 -4.9071  N17 1.416, C26 1.604, C52 1.597, C71 1.519
22 C -5.4338 -6.3486 5.0143  C50 1.542, C69 1.543, H125 1.090, H170 1.090
23 C 3.4258 2.2668 -7.7875  C45 1.552, C56 1.529, H109 1.090, H138 1.090
24 C -5.1886 1.7863 3.6361  C31 1.552, H189 1.090, H192 1.090, H198 1.090
25 C -2.9625 -6.2008 5.0437  C69 1.579, H107 1.090, H117 1.090, H149 1.090
26 C -1.6575 -5.1035 -6.1286  C21 1.604, C57 1.530, H238 1.090, H247 1.090
27 C 6.7536 3.4763 -6.1091  C47 1.552, H142 1.090, H161 1.090, H195 1.090
28 C -8.6061 3.4338 2.7280  C40 1.586, C90 1.514, H96 1.090, H113 1.090
29 C -5.3787 3.8879 2.2809  C31 1.524, H112 1.090, H154 1.090, H221 1.090
30 C 4.8334 -6.1439 -5.4787  C70 1.515, H128 1.090, H235 1.090, H240 1.090
31 C -6.1035 2.6119 2.6920  N14 1.484, C24 1.552, C29 1.524, C40 1.534
32 C -1.6553 -2.6933 -6.9146  C33 1.616, C57 1.504, H111 1.090, H173 1.090
33 C -2.7804 -2.2895 -5.8271  N17 1.542, C32 1.616, C84 1.535, C91 1.522
34 C 6.5840 -4.0152 8.7735  C44 1.566, C82 1.549, H165 1.090, H250 1.090
35 C 4.7001 -2.1117 5.9364  C76 1.515, H119 1.090, H127 1.090, H135 1.090
36 C -3.0254 7.1229 -6.2610  C92 1.553, H102 1.090, H201 1.090, H243 1.090
37 C 3.5415 2.7941 -5.2872  C56 1.622, H179 1.090, H191 1.090, H208 1.090
38 C 5.9144 -0.4237 10.4336  C59 1.553, H118 1.090, H150 1.090, H176 1.090
39 C 5.5593 -6.8652 -3.1891  C70 1.561, C74 1.544, H202 1.090, H216 1.090
40 C -7.3329 2.9539 3.5427  C28 1.586, C31 1.534, H164 1.090, H203 1.090
41 C -1.1881 7.2250 -2.7767  N10 1.528, C18 1.594, C43 1.555, C54 1.496
42 C 2.0961 4.1655 -6.9211  C56 1.525, H152 1.090, H180 1.090, H190 1.090
43 C -1.3531 5.7052 -2.4940  C41 1.555, C46 1.583, H156 1.090, H167 1.090
44 C 6.8239 -2.7145 9.6126  C34 1.566, C59 1.591, H100 1.090, H175 1.090
45 C 4.7887 1.5447 -7.9632  C23 1.552, C67 1.542, H163 1.090, H215 1.090
46 C -2.7358 5.0833 -2.9490  C43 1.583, C48 1.539, H133 1.090, H186 1.090
47 C 5.9220 3.8575 -7.3623  N16 1.507, C27 1.552, C67 1.562, C75 1.562
48 C -3.1271 5.4626 -4.3881  C46 1.539, C92 1.537, H194 1.090, H225 1.090
49 C -5.5087 -6.5044 2.0655  N13 1.492, C58 1.575, C64 1.509, C66 1.596
50 C -6.7948 -6.4170 4.2928  C22 1.542, C58 1.528, H145 1.090, H239 1.090
51 C -0.0595 -1.7414 0.2045  O4 1.372, C63 1.547, C77 1.503, H101 1.090
52 C -1.8525 -5.3700 -3.6596  C21 1.597, H124 1.090, H213 1.090, H248 1.090
53 C 4.4141 -2.4313 10.5315  C59 1.547, H187 1.090, H206 1.090, H210 1.090
54 C -1.8525 7.9654 -1.6590  C41 1.496, H132 1.090, H197 1.090, H212 1.090
55 C -0.0462 5.9900 6.5529  C20 1.590, C72 1.512, H129 1.090, H232 1.090
56 C 3.4168 3.4163 -6.7794  N16 1.533, C23 1.529, C37 1.622, C42 1.525
57 C -1.7636 -4.1396 -7.3126  C26 1.530, C32 1.504, H146 1.090, H227 1.090
58 C -6.7067 -7.0725 2.9154  C49 1.575, C50 1.528, H209 1.090, H251 1.090
59 C 5.5555 -1.7606 9.7302  N12 1.503, C38 1.553, C44 1.591, C53 1.547
60 C 2.2611 5.1403 7.3805  N11 1.465, C20 1.532, C62 1.536, C68 1.520
61 C -7.5230 2.9308 -0.3889  C79 1.547, H177 1.090, H182 1.090, H230 1.090
62 C 3.5370 5.7141 8.0140  C60 1.536, H94 1.090, H106 1.090, H178 1.090
63 C 0.6360 -1.8762 1.5796  C51 1.547, H126 1.090, H174 1.090, H246 1.090
64 C -5.2947 -7.5242 0.9739  C49 1.509, H122 1.090, H228 1.090, H233 1.090
65 C 4.8722 -4.7395 -2.0195  C73 1.557, C74 1.551, H168 1.090, H169 1.090
66 C -6.0004 -5.1172 1.4474  C49 1.596, H184 1.090, H199 1.090, H218 1.090
67 C 5.7998 2.6464 -8.3403  C45 1.542, C47 1.562, H110 1.090, H137 1.090
68 C 1.7043 4.0671 8.3025  C60 1.520, H95 1.090, H141 1.090, H159 1.090
69 C -4.2426 -5.7531 4.2349  N13 1.519, C22 1.543, C25 1.579, C81 1.536
70 C 5.8975 -5.9622 -4.4165  N15 1.516, C30 1.515, C39 1.561, C89 1.577
71 C -4.0354 -5.3030 -5.1166  C21 1.519, H211 1.090, H231 1.090, H249 1.090
72 C 0.3249 5.6082 5.1378  C55 1.512, C83 1.548, H220 1.090, H229 1.090
73 C 5.1862 -3.8028 -3.2228  N15 1.445, C65 1.557, C78 1.555, C88 1.565
74 C 4.4419 -6.1895 -2.3651  C39 1.544, C65 1.551, H143 1.090, H196 1.090
75 C 6.7533 4.9688 -8.0798  C47 1.562, H120 1.090, H136 1.090, H193 1.090
76 C 4.8634 -2.6106 7.3573  N12 1.506, C35 1.515, C82 1.600, C85 1.559
77 C -0.0440 -0.3131 -0.2624  C51 1.503, H123 1.090, H172 1.090, H252 1.090
78 C 3.9035 -3.4404 -4.0235  C73 1.555, H134 1.090, H171 1.090, H183 1.090
79 C -7.6957 1.9313 0.7796  N14 1.489, C61 1.547, C80 1.583, C90 1.578
80 C -8.0536 0.5393 0.1171  C79 1.583, H181 1.090, H188 1.090, H219 1.090
81 C -4.3143 -4.2191 4.2484  C69 1.536, H130 1.090, H144 1.090, H234 1.090
82 C 6.1434 -3.5699 7.3568  C34 1.549, C76 1.600, H153 1.090, H166 1.090
83 C 1.3512 4.4537 5.0361  N11 1.502, C19 1.666, C72 1.548, C86 1.533
84 C -4.1776 -2.3041 -6.4626  C33 1.535, H157 1.090, H185 1.090, H214 1.090
85 C 3.6208 -3.4897 7.6922  C76 1.559, H104 1.090, H121 1.090, H223 1.090
86 C 1.9624 4.4693 3.6298  C83 1.533, H131 1.090, H236 1.090, H244 1.090
87 C -4.2837 7.5981 -4.1086  C92 1.541, H151 1.090, H224 1.090, H237 1.090
88 C 5.6663 -2.4378 -2.6258  C73 1.565, H97 1.090, H98 1.090, H222 1.090
89 C 7.2163 -6.5820 -5.0204  C70 1.577, H139 1.090, H205 1.090, H245 1.090
90 C -8.9081 2.3765 1.6866  C28 1.514, C79 1.578, H158 1.090, H200 1.090
91 C -2.3123 -0.9636 -5.2434  C33 1.522, H108 1.090, H140 1.090, H217 1.090
92 C -3.0201 6.9598 -4.7166  N10 1.507, C36 1.553, C48 1.537, C87 1.541
93 H 4.0687 4.0548 5.2441  O9 0.960
94 H 4.3521 4.9992 8.1264  C62 1.090
95 H 2.4742 3.4592 8.7777  C68 1.090
96 H -8.4061 4.3768 2.2193  C28 1.090
97 H 5.8274 -1.7538 -3.4591  C88 1.090
98 H 6.5780 -2.4558 -2.0286  C88 1.090
99 H -1.7778 -2.1584 -0.4150  O4 0.960
100 H 7.1280 -2.9615 10.6298  C44 1.090
101 H 0.3825 -2.3790 -0.5613  C51 1.090
102 H -3.1482 8.1887 -6.4534  C36 1.090
103 H 4.2384 6.1625 -6.9638  O7 0.960
104 H 3.4532 -4.2011 6.8836  C85 1.090
105 H 1.0742 6.5374 8.4142  C20 1.090
106 H 3.3979 6.0600 9.0383  C62 1.090
107 H -3.1605 -6.0339 6.1025  C25 1.090
108 H -2.3882 -0.1053 -5.9109  C91 1.090
109 H 2.8049 1.4827 -7.3541  C23 1.090
110 H 5.6395 3.0173 -9.3527  C67 1.090
111 H -1.8054 -2.0556 -7.7857  C32 1.090
112 H -5.9560 4.6275 1.7261  C29 1.090
113 H -9.4468 3.6139 3.3980  C28 1.090
114 H -4.4112 -3.3706 -3.9095  O6 0.960
115 H -5.0103 0.5882 1.0321  O1 0.960
116 H 4.4988 0.1943 7.7966  O8 0.960
117 H -2.0634 -5.7604 4.6129  C25 1.090
118 H 4.9892 0.1479 10.5068  C38 1.090
119 H 4.7359 -2.8985 5.1829  C35 1.090
120 H 6.3209 5.4340 -8.9657  C75 1.090
121 H 3.7235 -4.0308 8.6329  C85 1.090
122 H -4.7485 -7.1087 0.1270  C64 1.090
123 H -0.6948 -0.2754 -1.1359  C77 1.090
124 H -1.5946 -6.4034 -3.8913  C52 1.090
125 H -5.6655 -5.6613 5.8280  C22 1.090
126 H 1.7175 -1.8437 1.4473  C63 1.090
127 H 5.5593 -1.4661 5.7546  C35 1.090
128 H 5.0409 -6.9932 -6.1297  C30 1.090
129 H -0.6906 6.8687 6.5806  C55 1.090
130 H -4.2768 -3.7874 5.2486  C81 1.090
131 H 1.2409 4.4285 2.8138  C86 1.090
132 H -1.2502 7.9785 -0.7506  C54 1.090
133 H -2.7953 4.0106 -2.7647  C46 1.090
134 H 4.1239 -2.9927 -4.9926  C78 1.090
135 H 3.8014 -1.5033 5.8344  C35 1.090
136 H 7.6767 4.5456 -8.4752  C75 1.090
137 H 6.8513 2.3653 -8.3989  C67 1.090
138 H 3.0714 2.5470 -8.7794  C23 1.090
139 H 8.0443 -6.5579 -4.3119  C89 1.090
140 H -2.8821 -0.5990 -4.3887  C91 1.090
141 H 1.1144 3.3348 7.7513  C68 1.090
142 H 7.8095 3.3369 -6.3409  C27 1.090
143 H 3.5315 -6.1085 -2.9590  C74 1.090
144 H -3.4660 -3.8575 3.6672  C81 1.090
145 H -7.5298 -6.9264 4.9160  C50 1.090
146 H -0.9560 -4.2392 -8.0379  C57 1.090
147 H -3.0651 -5.1066 2.0173  O2 0.960
148 H -0.0253 2.9731 6.0366  C19 1.090
149 H -2.7822 -7.2618 4.8710  C25 1.090
150 H 6.4013 -0.6360 11.3854  C38 1.090
151 H -5.1950 7.2194 -4.5715  C87 1.090
152 H 1.3113 3.4161 -7.0243  C42 1.090
153 H 6.9375 -2.9835 6.8945  C82 1.090
154 H -4.4977 3.6728 1.6761  C29 1.090
155 H 1.6652 7.2513 6.9592  C20 1.090
156 H -0.5868 5.1504 -3.0353  C43 1.090
157 H -4.2372 -1.3161 -6.9190  C84 1.090
158 H -9.7201 2.7759 1.0789  C90 1.090
159 H 1.0674 4.4838 9.0828  C68 1.090
160 H 1.2605 2.1966 5.2036  C19 1.090
161 H 6.3523 2.5971 -5.6051  C27 1.090
162 H -0.7351 8.6374 -5.2936  O5 0.960
163 H 4.8168 0.8121 -8.7698  C45 1.090
164 H -7.1202 3.8585 4.1123  C40 1.090
165 H 5.7688 -4.6047 9.1930  C34 1.090
166 H 5.9890 -4.4747 6.7690  C82 1.090
167 H -1.2171 5.4192 -1.4511  C43 1.090
168 H 3.9729 -4.3974 -1.5074  C65 1.090
169 H 5.5718 -4.7103 -1.1842  C65 1.090
170 H -5.1706 -7.3357 5.3944  C22 1.090
171 H 3.2801 -4.3152 -4.2086  C78 1.090
172 H 0.9416 -0.0023 -0.6091  C77 1.090
173 H -0.6606 -2.4608 -6.5341  C32 1.090
174 H 0.2878 -1.1511 2.3151  C63 1.090
175 H 7.7149 -2.2688 9.1703  C44 1.090
176 H 6.7052 0.1789 9.9869  C38 1.090
177 H -6.7929 2.4807 -1.0616  C61 1.090
178 H 3.8639 6.6146 7.4941  C62 1.090
179 H 3.5363 3.5017 -4.4581  C37 1.090
180 H 1.8174 4.8586 -6.1273  C42 1.090
181 H -8.9878 0.6122 -0.4397  C80 1.090
182 H -8.3907 3.1626 -1.0066  C61 1.090
183 H 3.3009 -2.6943 -3.5056  C78 1.090
184 H -6.4288 -4.4169 2.1644  C66 1.090
185 H -4.9401 -2.3771 -5.6871  C84 1.090
186 H -3.4741 5.4900 -2.2580  C46 1.090
187 H 3.4681 -2.1201 10.0885  C53 1.090
188 H -8.1179 -0.1884 0.9261  C80 1.090
189 H -4.2992 1.3692 3.1639  C24 1.090
190 H 2.0426 4.7813 -7.8189  C42 1.090
191 H 2.6670 2.1983 -5.0258  C37 1.090
192 H -5.7112 0.9202 4.0423  C24 1.090
193 H 7.0847 5.7587 -7.4057  C75 1.090
194 H -2.6601 4.8956 -5.1934  C48 1.090
195 H 6.7188 4.2870 -5.3814  C27 1.090
196 H 4.1893 -6.7122 -1.4425  C74 1.090
197 H -1.9837 9.0370 -1.8089  C54 1.090
198 H -4.7762 2.3115 4.4976  C24 1.090
199 H -6.6518 -5.1485 0.5739  C66 1.090
200 H -9.2690 1.5313 2.2726  C90 1.090
201 H -2.0730 6.7080 -6.5912  C36 1.090
202 H 5.0602 -7.7831 -3.4999  C39 1.090
203 H -7.7309 2.1395 4.1480  C40 1.090
204 H 7.4863 -4.2160 -5.2511  O3 0.960
205 H 7.2025 -7.6618 -5.1685  C89 1.090
206 H 4.5848 -3.5066 10.4781  C53 1.090
207 H 0.7900 7.3496 -1.7836  C18 1.090
208 H 4.3589 2.0806 -5.1825  C37 1.090
209 H -7.6266 -6.8395 2.3790  C58 1.090
210 H 4.3461 -2.2355 11.6016  C53 1.090
211 H -4.5680 -5.0652 -6.0375  C71 1.090
212 H -2.8224 7.5592 -1.3716  C54 1.090
213 H -2.4217 -5.2665 -2.7358  C52 1.090
214 H -4.3747 -3.0632 -7.2197  C84 1.090
215 H 5.1468 1.1471 -7.0136  C45 1.090
216 H 6.4901 -6.9286 -2.6255  C39 1.090
217 H -1.2743 -1.0937 -4.9372  C91 1.090
218 H -5.1091 -4.6677 1.0095  C66 1.090
219 H -7.2685 0.1623 -0.5384  C80 1.090
220 H 0.6126 6.4679 4.5326  C72 1.090
221 H -5.0571 4.4336 3.1679  C29 1.090
222 H 4.8371 -1.9660 -2.0986  C88 1.090
223 H 2.6938 -2.9274 7.5807  C85 1.090
224 H -4.4687 7.3796 -3.0569  C87 1.090
225 H -4.1779 5.1735 -4.3703  C48 1.090
226 H 0.5445 8.6793 -2.9266  C18 1.090
227 H -2.6930 -4.3706 -7.8332  C57 1.090
228 H -4.7432 -8.3634 1.3977  C64 1.090
229 H -0.5263 5.1642 4.6217  C72 1.090
230 H -7.1001 3.8625 -0.0131  C61 1.090
231 H -3.9709 -6.3908 -5.0894  C71 1.090
232 H -0.4990 5.1778 7.1215  C55 1.090
233 H -6.2857 -7.8491 0.6570  C64 1.090
234 H -5.2041 -3.8458 3.7416  C81 1.090
235 H 4.7420 -5.2813 -6.1388  C30 1.090
236 H 2.6383 3.6356 3.4397  C86 1.090
237 H -4.2180 8.6854 -4.0707  C87 1.090
238 H -0.6073 -5.2510 -5.8767  C26 1.090
239 H -7.0808 -5.3661 4.2490  C50 1.090
240 H 3.8675 -6.4175 -5.0540  C30 1.090
241 H 1.0589 7.2421 -3.4879  C18 1.090
242 H -0.2809 2.8130 4.4032  C19 1.090
243 H -3.6953 6.4664 -6.8164  C36 1.090
244 H 2.5978 5.3522 3.5600  C86 1.090
245 H 7.5138 -6.0681 -5.9345  C89 1.090
246 H 0.3967 -2.8349 2.0398  C63 1.090
247 H -1.9689 -6.0055 -6.6554  C26 1.090
248 H -0.9444 -4.8518 -3.3516  C52 1.090
249 H -4.6685 -5.0865 -4.2561  C71 1.090
250 H 7.4586 -4.6656 8.7804  C34 1.090
251 H -6.7833 -8.1570 2.9935  C58 1.090
252 H -0.4455 0.3411 0.5115  C77 1.090

Results
**Energy above the lowest of the compared OMol25 structures with the same formula, charge and spin**: 526.8 kJ/mol

Results of the Löwdin charge analysis, in e, for atoms 1 through 99: -0.02, -0.02, -0.02, -0.04, -0.02, -0.01, -0.01, -0.02, -0.01, -0.10, -0.12, -0.13, -0.09, -0.08, -0.10, -0.13, -0.17, -0.03, -0.02, -0.14, -0.48, -0.15, -0.14, -0.04, -0.03, -0.11, -0.04, -0.18, -0.04, -0.05, -0.51, -0.13, -0.43, -0.18, -0.06, -0.03, -0.02, -0.04, -0.13, -0.12, -0.45, -0.05, -0.12, -0.11, -0.15, -0.16, -0.47, -0.15, -0.48, -0.18, -0.54, -0.02, -0.03, -0.06, -0.15, -0.44, -0.21, -0.14, -0.46, -0.52, -0.04, -0.04, -0.05, -0.05, -0.14, -0.02, -0.15, -0.03, -0.48, -0.47, -0.03, -0.15, -0.49, -0.17, -0.05, -0.47, -0.06, -0.03, -0.46, -0.04, -0.03, -0.13, -0.43, -0.03, -0.04, -0.06, -0.05, -0.03, -0.05, -0.14, -0.05, -0.49, 0.10, 0.08, 0.08, 0.10, 0.07, 0.08, 0.09